Record 1
Below is the molecule C28H41FN4O5, with properties calculated with ωB97M-V/def2-TZVPD.

* SMILES: CC(C)[C@@H](NC(=O)C1CCN(C(=O)[C@@H]2CCCN2C(=O)OC(C)(C)C)CC1)C(=O)NCc1ccc(F)cc1
* strongest force on any atom: 0.70 eV Å⁻¹
* Kohn-Sham gap: 9.55 eV
* DFT total energy: -48620.524 eV

Last column: natural (NBO) charge in e.
Element x y z (Å)
C: -2.2095 -3.5958 -0.0703  -0.61
C: -1.5593 -2.6064 0.8922  -0.21
C: -2.5838 -2.0566 1.8802  -0.61
C: -0.8421 -1.4637 0.1312  -0.15
N: 0.1986 -1.9728 -0.7331  -0.62
C: 1.4141 -2.3260 -0.2842  0.70
O: 1.6910 -2.3525 0.8983  -0.65
C: 2.4112 -2.6803 -1.3960  -0.31
C: 2.6576 -1.4512 -2.2783  -0.39
C: 3.1590 -0.2870 -1.4163  -0.23
N: 4.0725 -0.7606 -0.3986  -0.44
C: 4.3221 -0.1725 0.7876  0.69
O: 5.1584 -0.6104 1.5556  -0.64
C: 3.5629 1.1323 1.1197  -0.14
C: 3.9559 1.6003 2.5240  -0.39
C: 3.1118 0.6931 3.4265  -0.43
C: 1.8924 0.3066 2.5700  -0.24
N: 2.1342 0.9099 1.2654  -0.45
C: 1.1714 1.6370 0.6628  0.92
O: -0.0071 1.5411 0.9525  -0.70
O: 1.6767 2.4119 -0.3185  -0.55
C: 0.8215 3.1963 -1.1804  0.27
C: 1.8013 3.9761 -2.0592  -0.61
C: -0.0404 4.1604 -0.3659  -0.64
C: -0.0406 2.2704 -2.0370  -0.64
C: 4.7486 -1.9999 -0.7256  -0.23
C: 3.7400 -3.1517 -0.7874  -0.41
C: -1.8052 -0.6868 -0.7597  0.69
O: -1.9719 -0.9815 -1.9314  -0.67
N: -2.4345 0.3254 -0.1466  -0.60
C: -3.4660 1.1133 -0.7928  -0.25
C: -4.8240 0.6910 -0.2923  -0.05
C: -5.5340 1.4688 0.6117  -0.19
C: -6.7570 1.0437 1.1008  -0.28
C: -7.2529 -0.1755 0.6784  0.39
F: -8.4436 -0.5976 1.1527  -0.32
C: -6.5645 -0.9752 -0.2168  -0.27
C: -5.3478 -0.5318 -0.6989  -0.19
H: -2.9597 -3.1019 -0.6832  0.21
H: -1.4655 -4.0382 -0.7281  0.21
H: -2.6915 -4.3952 0.4875  0.21
H: -0.7753 -3.1248 1.4542  0.22
H: -2.9718 -2.8657 2.4945  0.22
H: -2.1284 -1.3203 2.5388  0.21
H: -3.4215 -1.5959 1.3603  0.21
H: -0.3848 -0.7935 0.8670  0.25
H: -0.0589 -2.0149 -1.7105  0.42
H: 1.9657 -3.4789 -1.9977  0.23
H: 1.7442 -1.1430 -2.7892  0.22
H: 3.3914 -1.7096 -3.0441  0.21
H: 3.6627 0.4574 -2.0510  0.19
H: 2.3057 0.1926 -0.9431  0.22
H: 3.7584 1.8745 0.3431  0.25
H: 5.0205 1.4778 2.7041  0.24
H: 3.6813 2.6488 2.6492  0.20
H: 2.8172 1.1967 4.3454  0.21
H: 3.6839 -0.1962 3.6817  0.23
H: 1.8136 -0.7763 2.4502  0.24
H: 0.9508 0.6947 2.9635  0.22
H: 2.4386 3.2881 -2.6087  0.21
H: 2.4310 4.6131 -1.4436  0.22
H: 1.2544 4.5934 -2.7653  0.22
H: -0.6117 4.7951 -1.0376  0.21
H: -0.7237 3.6074 0.2719  0.24
H: 0.5916 4.7873 0.2597  0.21
H: 0.5902 1.6130 -2.6318  0.21
H: -0.6632 2.8577 -2.7057  0.22
H: -0.6782 1.6621 -1.4040  0.23
H: 5.2620 -1.8759 -1.6852  0.18
H: 5.4936 -2.1828 0.0491  0.26
H: 3.5420 -3.5046 0.2258  0.24
H: 4.1643 -3.9718 -1.3667  0.21
H: -2.1427 0.5923 0.7805  0.43
H: -3.2897 2.1729 -0.5947  0.21
H: -3.3837 0.9211 -1.8667  0.24
H: -5.1326 2.4177 0.9353  0.21
H: -7.3220 1.6396 1.7999  0.23
H: -6.9829 -1.9204 -0.5242  0.23
H: -4.7926 -1.1355 -1.4011  0.23

---

Record 2
Below is a structure of composition C33H27Br2N5O2Re, with properties calculated with ωB97M-V/def2-TZVPD.

* total charge: +2
* strongest force on any atom: 0.88 eV Å⁻¹
* <S²>: 0.758
* Kohn-Sham gap (spin up / spin down): 6.17 / 6.26 eV
* 2S+1: 2
* DFT total energy: -188407.911 eV

Last column: natural (NBO) charge in e.
Element x y z (Å)
Re: -0.1101 -0.0194 0.6163  1.51
C: 1.9047 -3.1652 -0.4129  -0.62
C: 0.4647 -3.3989 -0.8266  -0.02
C: 0.1839 -4.2603 -1.8766  -0.20
C: -1.1183 -4.6468 -2.1493  -0.16
C: -2.1531 -4.2046 -1.3433  -0.23
C: -1.9143 -3.3417 -0.2865  0.08
C: -3.0452 -2.9507 0.6377  -0.66
C: -0.6086 -2.9024 -0.0896  0.05
N: -0.3762 -1.9318 0.9648  -0.64
C: -0.4882 -2.3772 2.3247  0.65
O: -0.5132 -3.5175 2.6641  -0.46
C: -0.6105 -1.2327 3.2802  0.10
C: -0.9424 -1.3138 4.6125  -0.16
C: -1.1561 -0.1239 5.3062  -0.11
C: -1.0590 1.0987 4.6424  -0.16
C: -0.7242 1.0839 3.3087  0.10
N: -0.4795 -0.0584 2.6711  -0.46
C: -0.7154 2.2587 2.3802  0.65
O: -0.9090 3.3781 2.7301  -0.46
N: -0.4872 1.8536 1.0231  -0.65
C: -0.6675 2.8245 -0.0437  0.17
C: 0.4517 3.3991 -0.6445  -0.04
C: 1.8637 3.2338 -0.1100  -0.64
C: 0.2398 4.2574 -1.7165  -0.20
C: -1.0400 4.5590 -2.1417  -0.17
C: -2.1371 4.0291 -1.4745  -0.19
C: -1.9728 3.1682 -0.4056  -0.04
C: -3.1804 2.6795 0.3630  -0.64
H: 2.5854 -3.6462 -1.1139  0.24
H: 2.0835 -3.6018 0.5737  0.24
H: 2.1768 -2.1097 -0.3504  0.17
H: 1.0041 -4.6545 -2.4668  0.23
H: -1.3251 -5.3183 -2.9731  0.24
H: -3.1691 -4.5324 -1.5355  0.23
H: -4.0099 -3.0971 0.1546  0.24
H: -2.9871 -1.9091 0.9657  0.19
H: -3.0284 -3.5768 1.5319  0.25
H: -1.0472 -2.2889 5.0728  0.27
H: -1.4387 -0.1502 6.3508  0.26
H: -1.2588 2.0472 5.1262  0.27
H: 1.9049 2.6118 0.7834  0.20
H: 2.2604 4.2117 0.1627  0.26
H: 2.5407 2.8203 -0.8661  0.21
H: 1.0970 4.7139 -2.2005  0.23
H: -1.1908 5.2273 -2.9811  0.24
H: -3.1417 4.2875 -1.7925  0.23
H: -4.0800 2.7393 -0.2464  0.24
H: -3.3382 3.3050 1.2431  0.25
H: -3.0763 1.6492 0.7115  0.19
Br: 0.8320 0.2947 -6.0127  0.22
C: 0.5192 0.2031 -4.1917  -0.05
C: -0.7735 0.1333 -3.7032  -0.23
C: -0.9520 0.0641 -2.3391  0.11
N: 0.0756 0.0744 -1.4787  -0.48
C: 1.3310 0.1539 -1.9606  0.13
C: 1.5927 0.2108 -3.3035  -0.18
C: 2.3715 0.1596 -0.9053  0.31
C: 3.7196 0.1987 -1.1486  -0.27
C: 4.6038 0.1712 -0.0746  -0.03
Br: 6.4229 0.2163 -0.3801  0.25
C: 4.1134 0.1070 1.2248  -0.20
C: 2.7555 0.0694 1.4030  0.08
N: 1.8972 0.0915 0.3638  -0.48
H: -1.6258 0.1305 -4.3672  0.27
H: -1.9430 -0.0032 -1.9080  0.23
H: 2.6049 0.2618 -3.6795  0.25
H: 4.0980 0.2516 -2.1602  0.26
H: 4.7773 0.0860 2.0777  0.26
H: 2.3176 0.0189 2.3896  0.23

---

Record 3
Below is the molecule C21H26N4O2, with properties calculated with ωB97M-V/def2-TZVPD.

* SMILES: C=CCCC(=O)N1CCC(n2nccc2NC(=O)c2ccccc2C)CC1
* strongest force on any atom: 0.83 eV Å⁻¹
* Kohn-Sham gap: 9.25 eV
* DFT total energy: -32254.736 eV

Last column: natural (NBO) charge in e.
Element x y z (Å)
C: -7.4020 -1.7721 -0.1361  -0.37
C: -7.0770 -0.4986 -0.0337  -0.18
C: -6.2010 0.2329 -1.0016  -0.44
C: -4.9657 0.8124 -0.3048  -0.50
C: -3.9712 -0.2862 0.0400  0.70
O: -4.0987 -1.4282 -0.3507  -0.63
N: -2.9238 0.0724 0.8334  -0.45
C: -2.5335 1.4103 1.2046  -0.21
C: -1.2861 1.8355 0.4249  -0.41
C: -0.1486 0.8436 0.6746  -0.04
N: 0.9951 1.1989 -0.1336  -0.18
N: 0.8155 1.6603 -1.3746  -0.29
C: 2.0169 1.8378 -1.8807  -0.04
C: 3.0139 1.4889 -0.9628  -0.37
C: 2.3173 1.0694 0.1555  0.32
N: 2.7453 0.6057 1.3872  -0.62
C: 3.9167 -0.0296 1.7061  0.68
O: 4.1684 -0.2782 2.8655  -0.58
C: 4.8145 -0.3785 0.5684  -0.16
C: 6.0512 0.2523 0.4966  -0.17
C: 6.9264 -0.0419 -0.5323  -0.22
C: 6.5716 -0.9841 -1.4830  -0.19
C: 5.3542 -1.6345 -1.3928  -0.21
C: 4.4591 -1.3482 -0.3702  0.03
C: 3.1490 -2.0725 -0.2909  -0.64
C: -0.6188 -0.5774 0.3391  -0.41
C: -1.8940 -0.9059 1.1148  -0.23
H: -8.0343 -2.2608 0.5859  0.19
H: -7.0348 -2.3816 -0.9439  0.20
H: -7.4445 0.0959 0.7949  0.19
H: -5.8804 -0.4462 -1.7916  0.23
H: -6.7676 1.0547 -1.4494  0.21
H: -4.4707 1.5283 -0.9661  0.23
H: -5.2725 1.3310 0.6058  0.22
H: -2.3121 1.4156 2.2800  0.19
H: -3.3401 2.1166 1.0224  0.22
H: -1.4975 1.8505 -0.6443  0.24
H: -0.9803 2.8382 0.7263  0.22
H: 0.1432 0.8877 1.7317  0.19
H: 2.1336 2.2131 -2.8773  0.21
H: 4.0731 1.5400 -1.0957  0.24
H: 2.1453 0.7879 2.1838  0.41
H: 6.3140 0.9803 1.2499  0.22
H: 7.8812 0.4584 -0.5893  0.22
H: 7.2490 -1.2205 -2.2901  0.22
H: 5.0902 -2.3820 -2.1269  0.21
H: 3.2348 -3.0613 -0.7352  0.23
H: 2.8247 -2.1807 0.7421  0.22
H: 2.3828 -1.5238 -0.8408  0.23
H: -0.8212 -0.6337 -0.7318  0.22
H: 0.1593 -1.3017 0.5844  0.22
H: -1.6917 -0.9069 2.1919  0.18
H: -2.2782 -1.8833 0.8201  0.26